No. 1
This record from the OMol25 dataset describes C27H63N7O9Pt as an isolated structure. The level of theory is wB97M-V/def2-TZVPD.

Structure (XYZ):
```
107
Properties=species:S:1:pos:R:3:forces:R:3
C -1.81385 3.03832 3.43507 0.5 -0.7 0.2
H -2.18717 -4.18593 0.42146 -1.2 -0.3 0.5
N 3.27586 -4.20108 -2.29926 1.2 -1.4 -0.7
H -2.97850 -2.54910 2.84586 -0.4 -0.1 0.4
O -3.65026 4.32116 -4.58201 -0.6 5.0 -2.6
H 2.38587 0.61515 4.38222 -0.5 -0.5 -0.6
C -4.74465 -1.01125 2.23864 -1.4 2.0 -1.6
H -3.12675 1.92328 6.16989 0.0 -0.3 0.1
H 0.23956 5.92511 -1.71606 -0.1 -0.3 -0.2
C -3.45517 3.30610 -4.06715 0.1 -4.5 2.5
H 1.94697 2.19025 -2.89903 0.1 0.1 -0.1
C 2.95456 1.87558 -2.62725 0.3 0.0 0.4
Pt 0.50966 0.39694 0.38320 2.3 0.9 -0.9
H -5.24938 -1.09792 3.20084 0.6 -0.5 0.2
H 1.57272 -3.34984 -1.31192 0.2 0.0 0.0
C 3.87195 -4.28078 -3.65664 -0.2 -0.1 -0.4
O 1.36938 1.49239 2.03203 -0.1 0.1 0.3
O 4.99320 -5.34782 -1.32920 -1.9 1.1 1.0
C 3.10575 -3.86227 2.49267 1.0 -1.1 0.6
O 2.11106 0.05501 -1.29234 0.2 -0.7 -0.1
N -1.80878 2.24971 4.53443 0.5 -0.8 0.8
H 3.64399 1.60012 4.62554 0.4 1.1 -0.4
H -1.13489 -4.35135 -2.83602 -0.1 0.5 0.0
H -4.43409 0.37036 -3.52252 0.0 -0.3 -0.5
H -1.56061 -1.65400 2.79775 0.1 0.9 -0.4
H 0.36801 2.23931 4.63559 -0.4 0.5 -0.2
H -3.12362 3.22224 -3.02061 0.3 -0.1 0.2
H -2.69479 3.05885 -0.53089 0.7 -0.3 -0.3
N 2.51964 -2.73647 1.89111 -1.4 1.4 0.1
H -0.83165 3.13439 2.94696 0.2 0.1 0.3
C 3.46733 2.78186 1.97357 0.4 0.7 -1.0
H -3.66040 0.85202 0.94255 0.4 0.7 -0.2
H -0.24272 0.76317 5.10233 -0.8 -0.3 0.1
C 3.50632 -1.86864 1.22631 -0.6 0.0 -0.1
C 2.13465 -3.30928 -2.24503 1.2 0.7 -0.3
H -0.46691 2.17370 6.19248 0.0 -0.1 0.0
N -3.37433 -0.63716 2.22294 1.1 0.0 0.4
H 3.03936 3.54277 1.32092 0.2 0.2 -0.1
C -2.49002 -3.22730 0.00025 -0.5 -0.4 1.8
C 4.34277 -0.28936 -2.21512 -0.4 0.1 -0.5
C 3.93133 -4.70525 -1.21950 1.2 -0.7 -1.9
H -2.78116 0.23335 -4.33319 -0.3 -0.4 0.0
H 3.09053 -0.90759 0.92364 -0.2 -0.3 -0.3
H 2.65391 -2.36133 -2.38603 -1.2 0.7 0.3
H 5.02460 -0.18301 -3.05886 0.2 1.1 -0.2
H 4.00996 2.07309 1.34803 -0.2 -0.3 -0.2
H -2.38276 4.27784 0.62169 -0.3 0.4 0.0
C -1.89524 -4.23232 -2.06415 -1.0 -0.6 -0.7
H -3.06321 0.64041 4.89758 -0.4 0.0 0.3
C -4.18828 1.88445 -5.95386 1.6 -0.8 0.1
C 2.91773 0.37293 -2.40186 0.3 -0.7 1.5
C 3.09163 1.18826 3.78093 -0.5 -0.6 0.3
H -2.27355 -2.49310 0.77625 0.4 0.3 -0.6
H 4.34240 -1.66779 1.89618 -0.1 -0.2 0.2
H 3.86759 -2.46270 0.38686 0.2 0.5 -0.2
H -3.31929 1.43433 -6.43382 0.0 -0.2 -0.6
H 0.68266 3.63541 -1.83534 0.2 -0.2 0.1
H -1.09928 6.38043 -0.69776 0.0 0.0 0.0
O -0.22835 2.14078 -0.78870 -1.0 1.2 -0.6
H 4.04847 -3.50618 2.90810 0.2 -0.5 0.1
H 3.22028 2.34451 -1.67983 0.0 0.1 0.1
C 1.19542 -2.49425 2.02608 1.5 1.9 -1.1
H -4.36639 2.79120 -6.53194 -0.6 0.0 0.6
C -2.62038 -1.53500 3.02317 1.5 -1.0 0.5
O -1.63134 0.51636 1.28692 -0.9 0.6 0.7
H -3.52796 -3.08993 -0.30295 -0.4 -0.6 0.4
H -2.69301 -1.26021 4.07547 -0.1 -0.3 0.2
H -5.25997 -0.15496 1.80353 -0.4 0.1 -0.2
C -2.32521 4.08099 -0.44884 0.0 -0.3 0.7
C -0.79504 5.68026 -1.47577 0.0 -0.6 0.6
N -3.71897 2.08577 -4.59218 -0.2 -0.9 1.2
H -0.41731 -2.12031 -2.34911 -0.1 -0.1 -0.2
C -0.97368 -2.06142 -1.40086 1.1 -1.5 -1.8
C -3.49052 0.85052 -3.78181 0.1 1.2 -0.6
H -4.93519 1.09061 -5.95990 -0.5 0.5 -0.2
H 2.51607 -0.05606 -3.31987 -0.3 -0.4 -0.5
H 3.78770 0.51625 3.27894 -0.1 -0.3 -0.1
O -2.81264 3.53584 2.96895 -0.9 0.4 -0.6
H 0.70866 -3.30113 2.59547 -0.4 0.3 -0.1
H -1.99018 -5.20653 -1.58457 0.3 0.1 0.5
H 3.36545 -4.45671 -0.30834 0.3 -0.3 0.3
H -1.47630 5.80702 -2.31715 0.2 0.1 -0.2
H 2.53480 -4.29542 3.31395 -0.2 0.1 -0.2
H 3.15808 -4.78278 -4.30969 -0.3 0.3 -0.1
O -0.81468 -1.12348 -0.67728 -1.0 0.9 0.9
O 0.63793 -1.47312 1.57521 -0.1 -2.4 1.3
H -4.93110 -1.82287 1.53536 -0.1 -0.5 0.5
H -2.89535 -4.06500 -2.46400 0.0 -0.3 -0.8
H 4.23110 3.22154 2.61500 -0.2 0.2 0.2
H 4.35857 -1.37887 -2.24363 -0.8 -0.3 0.6
C -0.49150 1.82279 5.16080 -0.9 0.5 -0.6
N -1.70179 -3.17146 -1.13934 2.2 1.8 -0.8
H 3.68133 2.19838 -3.37270 0.0 0.0 -0.2
C -0.14890 3.30119 -1.19579 1.5 -0.3 0.0
H 4.80861 0.02307 -1.28052 0.0 0.2 -0.1
H -3.01605 4.66334 -1.05853 0.1 0.4 0.3
C -2.81900 0.35304 1.44780 -0.8 -1.5 0.2
H 3.30838 -4.62323 1.73902 0.2 -0.3 0.2
C -3.10706 1.71035 5.10107 1.8 0.6 -0.3
H -3.02812 1.05372 -2.81589 0.2 0.5 -0.1
H 4.80688 -4.79289 -3.88412 0.0 -0.5 1.4
N -0.95455 4.31687 -0.91852 -1.6 0.3 -0.5
C 2.37627 2.13303 2.74198 -0.1 -1.7 1.4
H 1.48593 -3.45956 -3.10797 -0.1 -0.3 0.1
H -3.99354 2.17398 4.66829 0.4 0.0 -0.3
H 4.11559 -3.30075 -4.06686 -0.6 0.4 0.2
H 1.87903 2.84465 3.40111 -0.1 0.8 0.0
```
Forces are in eV/Å.

The value obtained for the HOMO energy (spin up / spin down) is -6.8 / -6.6 eV. The calculation puts the LUMO energy (spin up / spin down) at -0.02 / -0.02 eV. The frontier orbital gap (spin up / spin down) is 6.7 / 6.6 eV. As for the expectation value of S²: 2.0037. As for the spin multiplicity: 3.

Mulliken population analysis, charges in e, atoms 1 to 6:
1. C 0.1308
2. H 0.3823
3. N 0.1506
4. H 0.4851
5. O -0.5655
6. H 0.2301

***

No. 2
This record from the OMol25 dataset describes a 9-piece molecular cluster, C27H63N9O9 overall. The level of theory is wB97M-V/def2-TZVPD.

Structure (XYZ):
```
108
Properties=species:S:1:pos:R:3:forces:R:3
H -15.10941 -11.67598 24.88263 -0.5 -0.4 -0.5
H -5.77968 -10.06186 17.08623 0.1 -0.3 0.0
H -5.70647 -14.18107 19.55618 0.0 0.0 0.3
H -6.08114 -16.49251 21.52056 -0.2 0.0 0.0
H -6.09342 -16.20887 23.26648 -0.5 -0.1 0.2
H -14.34610 -15.26372 21.99517 -0.5 0.4 0.3
H -6.95100 -19.25525 21.70991 0.1 0.3 0.0
H -10.14517 -9.85239 20.10590 -0.1 0.2 0.1
N -6.24851 -11.93177 17.94811 1.8 1.3 -1.0
N -10.29451 -18.64778 23.39911 0.6 0.5 0.5
H -3.60530 -13.84047 23.03515 0.1 0.2 0.0
O -5.79460 -8.92906 20.22876 0.2 0.0 0.4
C -12.69892 -9.07318 22.16935 0.8 -0.1 -0.6
H -7.66974 -22.86342 18.60492 0.2 0.2 -0.1
H -8.31709 -15.75281 21.81554 -0.5 0.3 0.5
H -4.00018 -12.34619 20.43863 0.1 0.1 0.0
H -9.38129 -12.81329 23.45788 0.0 0.3 -0.2
H 0.20650 -11.32674 23.12272 -0.1 -0.1 -0.1
C -11.36466 -8.95581 21.40963 -2.0 -0.9 0.3
H -14.82726 -10.70891 23.32356 -0.6 0.0 0.5
N -7.59118 -15.12376 22.12772 0.8 -0.6 0.2
H -12.92042 -8.09271 22.59091 0.1 -0.2 0.0
C -11.92916 -18.18354 21.70693 0.1 0.4 0.0
C -7.02948 -12.72802 18.63713 -2.6 -1.3 0.5
C -7.82718 -13.84695 22.49208 -0.4 -0.4 -0.4
C -7.84898 -22.69060 19.66610 -0.6 0.1 -0.2
H -0.38460 -10.36478 24.44558 -0.2 0.0 0.1
C -14.49295 -11.49344 24.00243 0.8 -0.1 -1.1
O -10.12044 -16.70947 22.26338 1.1 1.6 -0.6
H -6.46833 -18.76565 20.07577 0.1 0.0 0.1
H -8.79374 -20.41423 19.86369 0.0 0.3 0.4
H -7.73657 -10.66449 22.26524 0.4 0.0 0.2
C -6.62599 -10.60860 17.50209 -0.4 0.5 0.5
C -6.52531 -14.13032 18.83852 0.2 0.3 0.5
H -5.92764 -11.81188 21.48955 -0.1 0.1 0.4
H -7.47931 -23.57373 20.18719 -0.3 0.2 0.2
C -7.30650 -19.08905 20.69300 0.2 -0.3 -0.1
H -3.01482 -20.51046 18.43719 0.0 0.2 -0.2
H -3.27194 -15.84558 17.62966 0.0 0.0 -0.1
C -1.50758 -13.24767 23.41327 -0.1 -1.7 -1.3
C -3.58182 -19.67077 18.83909 -1.1 -1.1 0.8
H -11.95689 -19.25709 21.52035 0.1 0.0 0.0
C -7.55155 -9.82313 21.59742 -0.1 -0.2 0.3
N -7.84591 -20.34782 20.20620 -0.8 0.5 -0.1
O -0.52354 -13.70861 22.85120 0.0 0.8 0.1
C -4.14775 -11.26719 20.48417 -0.4 0.6 0.7
H -11.98954 -11.57775 21.35794 -0.6 -0.2 -0.2
H -2.47072 -15.17895 23.32425 0.0 0.2 0.2
C -13.62166 -15.11292 22.79550 0.0 0.6 -1.2
C -10.69756 -17.74445 22.46455 -0.6 -2.0 0.5
N -5.47203 -11.01491 21.06840 0.0 0.2 -0.5
H -12.68179 -10.79701 19.86327 -0.5 -1.2 0.0
O -10.66777 -8.00416 21.58258 1.7 2.1 0.3
H -8.19105 -18.67998 23.72372 0.0 0.3 -0.1
C -7.12256 -21.46595 20.13263 0.8 -0.4 -1.0
C -0.69614 -10.87499 23.53413 0.2 -0.9 0.4
H -10.00469 -14.14230 22.49091 0.2 -0.3 0.1
H -1.62619 -16.12850 18.19750 0.1 -0.1 -0.2
H -9.45299 -12.76390 21.63715 0.3 0.4 0.1
O -3.56462 -17.33476 20.30136 0.0 -0.2 1.0
H -4.63736 -19.76648 18.58458 -0.1 -0.5 0.0
H -5.49909 -14.99590 22.21123 -0.1 0.1 -0.2
H -12.53784 -9.81713 22.94954 -0.3 0.0 0.0
H -13.61910 -13.92360 24.50627 -0.2 0.4 -0.1
H -13.66007 -16.00213 23.42473 0.0 0.5 0.4
N -13.80721 -13.82895 23.51846 0.5 -2.1 0.9
H -7.42846 -10.65921 16.76617 0.0 -0.1 0.0
H -8.91459 -22.49335 19.78301 -0.2 -0.7 0.1
H -3.39367 -10.81774 21.13029 0.2 -0.2 0.1
H -2.67117 -15.10446 19.10781 -0.4 -0.5 0.5
H -13.48976 -9.39297 21.49083 -0.1 -0.1 0.2
H -11.97447 -17.61600 20.77745 -0.1 -0.1 0.0
H -7.68001 -8.87826 22.12546 0.1 -0.1 0.0
N -3.12458 -18.41125 18.40693 1.2 -0.2 -2.2
C -9.11480 -18.45915 24.25853 -0.7 -0.6 0.4
H -3.54391 -19.72265 19.92720 0.1 0.0 -0.1
O -8.20524 -12.47420 18.94670 1.1 0.5 -0.2
H -3.95351 -10.80796 19.51490 -0.6 0.0 -0.2
H -9.07597 -17.52916 24.82573 0.0 0.4 -0.6
H -7.40458 -14.64206 19.22981 0.4 -0.5 -0.2
O -6.92983 -13.06235 22.77517 0.8 0.2 0.2
C -6.28017 -15.75157 22.29483 0.5 0.6 -0.4
H -6.96112 -10.02027 18.35628 -0.1 0.1 -0.1
H -2.98363 -14.06865 24.67133 -0.4 -0.5 0.1
C -2.73930 -14.16285 23.61325 0.8 0.8 0.4
O -5.91747 -21.49954 20.29858 0.8 0.2 0.6
H -5.26450 -12.15846 17.92722 -0.2 -0.1 -0.1
H -12.78158 -17.93755 22.34016 -0.3 0.0 0.0
H -3.01229 -18.25672 17.41516 0.2 -0.1 0.2
C -6.19055 -9.85341 20.92876 0.1 -0.7 -0.7
H -12.70434 -15.14448 22.20759 0.4 0.2 0.4
H -8.37027 -9.88997 20.88094 0.4 0.2 -0.3
H -13.59852 -11.06255 24.45235 0.5 -0.4 -0.2
H -11.02664 -19.23766 23.76804 0.0 -0.3 -0.1
N -1.65012 -11.96884 23.82363 0.1 0.9 0.3
O -14.39399 -12.57474 21.77061 0.1 0.6 1.7
H -2.34380 -11.87738 24.55202 0.0 0.6 -0.3
C -2.66280 -16.02013 18.51656 0.5 -0.6 -0.5
H -8.05732 -18.29897 20.68085 -0.2 -0.3 0.0
C -11.79122 -11.17699 20.36387 -0.5 1.0 0.7
H -9.19455 -19.19271 25.06079 0.0 -0.4 -0.2
H -11.28709 -11.98312 19.83086 0.3 0.6 -0.3
H -6.11535 -14.50207 17.89945 -0.4 -0.3 0.0
C -3.12011 -17.34488 19.17353 -0.7 3.1 0.9
C -14.21078 -12.66994 22.99665 -0.6 0.2 -0.9
C -9.24555 -13.36087 22.52523 -0.8 -0.5 -0.2
H -1.05531 -10.14097 22.81280 -0.4 -0.1 0.1
N -11.04718 -9.93424 20.55286 1.3 -1.1 -0.8
```
Forces are in eV/Å.

The net charge is -1. The value obtained for the HOMO energy (spin up / spin down) is 0.2 / -7.3 eV. The calculation puts the LUMO energy (spin up / spin down) at 2.07 / 2.06 eV. The frontier orbital gap (spin up / spin down) is 1.9 / 9.4 eV. As for the expectation value of S²: 0.7503. As for the spin multiplicity: 2.

Mulliken population analysis, charges in e, atoms 1 to 6:
1. H 0.4372
2. H 0.3316
3. H 0.1354
4. H 0.0882
5. H 0.3897
6. H 0.2983

***

Values of max |F|, in order: 5.7 3.3, all in eV Å⁻¹.
Values of ΔE to the lowest compared entry with this formula, charge and spin, in order: 51.44 0.00, all in kcal per mole.